The following is a DFT calculation (ωB97M-V/def2-TZVPD) of a 2-piece molecular cluster, C4H7NO2 overall.

XYZ file:
```
14
C4H7NO2 (ωB97M-V/def2-TZVPD)
O -1.73310 1.36139 0.62304
O 3.03046 0.28500 -0.13086
N -1.75799 -0.74108 -0.38594
C -2.12066 0.54020 -0.18995
C 0.92005 0.39180 0.86142
C 2.02808 -0.38466 0.23211
C 0.60990 -0.20918 -0.56533
H 0.50442 0.57477 -1.30911
H 2.11175 -1.47586 0.31568
H 0.46459 -0.03798 1.73774
H 0.97607 1.46359 0.79089
H 0.38090 -1.16838 -1.00967
H -2.45634 -1.41559 -0.10819
H -2.95813 0.81599 -0.86183
```

Calculated values
ΔE to the lowest compared entry with this formula, charge and spin: 751.6 kJ/mol
lowest unoccupied orbital energy: -3.05 eV
multiplicity: 1

Here are the natural (NBO) charges for atoms 1 to 2, given in e: number 1, O, carries -0.616; number 2, O, carries -0.439

---

The following is a DFT calculation (ωB97M-V/def2-TZVPD) of C4H7NO2 in the gas phase.

XYZ file:
```
14
C4H7NO2 (ωB97M-V/def2-TZVPD)
O -2.94643 -0.33772 -0.04160
O -1.03789 2.07567 0.15807
N -0.77942 0.74616 -0.21028
C 0.25521 0.03377 0.38411
C -0.51773 -1.27460 0.04216
C 1.70875 0.03242 -0.16658
C -1.74035 -0.32699 -0.06792
H 2.28438 1.02412 -0.03698
H 2.32166 -0.73014 0.41354
H -0.73140 2.65775 -0.63123
H -0.25407 -1.75924 -0.88827
H 1.74803 -0.29844 -1.20898
H 0.29660 0.21127 1.46279
H -0.60733 -2.05402 0.79117
```

Calculated values
ΔE to the lowest compared entry with this formula, charge and spin: 295.6 kJ/mol
lowest unoccupied orbital energy: 0.73 eV
SMILES: C[C@@H]1CC(=O)N1O
multiplicity: 1

Here are the natural (NBO) charges for atoms 1 to 2, given in e: number 1, O, carries -0.533; number 2, O, carries -0.549

---

Gap between HOMO and LUMO for every record listed, in sequence, given in eV: 5.3, 10.4.